72
Properties=species:S:1:pos:R:3:mulliken_charge:R:1 method="wB97M-V/def2-TZVPD" lumo_energy_ev=-2.75 total_charge=+1 energy_ev=-153209.95287 de_lowest_kcal_mol=53.4
In -0.4251 -0.7617 -0.6088 0.5005
C -1.7345 -3.8007 -2.9629 -0.9447
C -3.0088 -3.9489 -2.1367 -0.8196
S -3.2538 -2.6680 -0.8642 0.0189
C -5.0077 0.3103 -1.1930 -1.3366
C -2.9719 1.6356 -1.9044 -1.5385
S -1.1662 1.8257 -1.8313 0.1429
C -0.7216 1.3986 -3.5416 -0.7387
C 0.7554 1.0571 -3.6260 -0.9212
S 1.2485 -0.4580 -2.7520 0.1004
C 0.7096 -1.7412 -3.9168 -0.5893
C 0.8878 -3.1190 -3.2899 -0.9724
S -0.2672 -3.4528 -1.9331 0.1419
H -1.8632 -3.0029 -3.6938 0.4862
H -1.5472 -4.7261 -3.5097 0.5452
H -2.9811 -4.8723 -1.5560 0.4564
H -3.8650 -3.9978 -2.8089 0.3992
H -5.3822 1.1569 -0.6141 0.5242
H -5.3041 -0.5796 -0.6358 0.4495
H -3.3966 2.5091 -1.4103 0.4759
H -3.2800 1.6461 -2.9505 0.5865
H -0.9250 2.2465 -4.1962 0.5449
H -1.3336 0.5608 -3.8812 0.3095
H 1.3657 1.8566 -3.2079 0.4313
H 1.0699 0.9282 -4.6625 0.5634
H 1.3240 -1.6442 -4.8127 0.5631
H -0.3319 -1.5620 -4.1852 0.2143
H 1.8931 -3.2289 -2.8796 0.4960
H 0.7793 -3.8889 -4.0542 0.5006
N -5.6270 0.3066 -2.4948 -0.5020
C -3.4671 0.4130 -1.1012 1.3126
S -2.7011 -1.0258 -2.0067 -0.4397
N -3.1183 0.5390 0.2725 -1.4456
N -2.1217 -0.2186 0.7063 1.0367
C -1.9194 -0.3305 1.9847 -1.1174
C -0.8432 -1.0516 2.6451 1.2533
C -0.7297 -0.8417 4.0277 -0.8949
C 0.2778 -1.4128 4.7794 -0.7889
C 1.2068 -2.2372 4.1544 -0.6344
C 1.1067 -2.4893 2.7985 -0.3901
C 0.0872 -1.9235 2.0223 0.3479
O 0.0169 -2.2595 0.7313 -0.3763
H -5.3053 -0.4374 -3.0981 0.2335
H -5.5773 1.1903 -2.9799 0.2641
H -2.6203 0.2009 2.6254 0.4016
H -1.4533 -0.1941 4.5088 0.3668
H 0.3354 -1.2262 5.8429 0.4226
H 1.9996 -2.6987 4.7291 0.4348
H 1.7996 -3.1581 2.3030 0.5586
C 2.1213 2.2970 -0.3543 -1.2765
As 1.5121 0.7681 0.6819 0.6348
C 3.1705 -0.2318 0.7894 -1.1575
C 1.2678 1.5050 2.4850 -0.1280
C 2.4274 2.3430 2.9194 -0.1165
C 2.4473 3.7161 2.6869 -0.2807
C 3.5373 4.4812 3.0732 -0.6903
C 4.6213 3.8817 3.6986 -0.4835
C 4.6050 2.5166 3.9467 -0.6978
C 3.5141 1.7525 3.5606 -0.2124
H 2.9611 2.7660 0.1565 0.5141
H 1.3209 3.0241 -0.4865 0.3673
H 2.4624 1.9458 -1.3277 0.3353
H 3.9621 0.4233 1.1505 0.4490
H 3.4222 -0.5966 -0.2061 0.4180
H 3.0461 -1.0757 1.4640 0.2741
H 1.1222 0.6410 3.1318 -0.4419
H 0.3310 2.0642 2.4615 0.7583
H 1.5962 4.1915 2.2120 0.3957
H 3.5361 5.5484 2.8949 0.4077
H 5.4703 4.4786 4.0033 0.4008
H 5.4384 2.0473 4.4523 0.4075
H 3.4939 0.6895 3.7748 0.4902


97
Properties=species:S:1:pos:R:3:mulliken_charge:R:1 method="wB97M-V/def2-TZVPD" lumo_energy_ev=-4.16 energy_ev=-76938.59735 de_lowest_kcal_mol=66.7
O -5.7709 3.2313 -1.3054 -0.4501
V -5.7910 1.7516 -0.6226 1.6549
O -6.1772 1.9085 0.8748 -0.5137
N -2.3920 1.2562 -0.8423 1.0261
O -2.0234 1.3993 -2.0361 -0.6334
O -1.7697 0.3404 -0.3082 -0.5458
O -3.3352 1.7983 -0.3450 -0.6009
C -5.2102 0.2653 5.3489 -2.1006
C -4.1068 0.3670 4.3098 1.5801
C -4.2189 1.8778 3.8477 -0.8194
C -2.9826 2.4175 3.1819 0.0505
C -1.7597 2.1207 4.1029 -1.5695
C -1.5413 0.6151 4.5288 1.9997
N -2.8438 0.1252 5.0572 0.3360
O -2.7670 -1.0696 5.6103 -0.4934
C -1.0868 -0.1637 3.3183 -1.5940
C -0.4706 0.4738 5.6950 -2.0355
C -4.4264 -0.6786 3.1496 -1.3949
H -6.1035 0.6014 4.8224 0.4557
H -5.1356 0.7592 6.3177 0.4281
H -5.3796 -0.7549 5.6934 0.4234
H -4.9075 1.9789 3.0088 0.0658
H -4.5822 2.5086 4.6590 0.3760
H -3.1224 3.4701 2.9361 0.5480
H -2.7789 1.9611 2.2132 -0.2852
H -1.8002 2.6946 5.0287 0.3856
H -0.8725 2.5464 3.6341 0.5174
H -1.8987 -0.0712 2.5969 -0.1459
H -0.2084 0.2961 2.8655 0.4264
H -0.8670 -1.2309 3.2889 0.3595
H -0.8818 0.8388 6.6362 0.5049
H -0.1627 -0.5627 5.8329 0.3386
H 0.3673 1.1703 5.6664 0.3957
H -4.2538 -1.6756 3.5548 0.3646
H -3.7833 -0.6821 2.2695 0.1711
H -5.4117 -0.5840 2.6931 0.3706
H -2.8249 -0.8938 6.5523 0.3579
C -0.5289 -5.6209 -2.3544 -1.9087
C 0.3547 -5.2609 -1.1275 1.5377
C 1.8044 -5.6206 -1.5919 -1.2601
C 2.8546 -5.0833 -0.5949 -0.6482
C 2.6416 -3.5426 -0.5011 -1.4069
C 1.1844 -3.1420 0.0278 2.0395
N 0.2152 -3.8348 -0.8486 0.1346
O -1.0688 -3.4355 -0.5224 -0.3833
C 1.0783 -3.4028 1.5432 -1.6498
C 1.0723 -1.6288 -0.2264 -2.0814
C -0.1300 -6.2359 -0.0163 -1.5812
H -0.3461 -5.0592 -3.2705 0.3889
H -0.4375 -6.6874 -2.5605 0.4197
H -1.5514 -5.4886 -2.0007 0.4164
H 1.8867 -6.6897 -1.7879 0.4326
H 2.0195 -5.1310 -2.5418 0.3999
H 2.9046 -5.4404 0.4337 0.3533
H 3.8480 -5.2601 -1.0072 0.3869
H 2.7347 -3.0554 -1.4718 0.3476
H 3.3489 -3.2092 0.2583 0.4256
H 1.7037 -2.6930 2.0846 0.4797
H 1.3928 -4.4100 1.8169 0.3111
H 0.0878 -3.2511 1.9721 0.2396
H 0.0804 -1.3398 0.1212 0.2691
H 1.1738 -1.4228 -1.2919 0.4628
H 1.8412 -1.0489 0.2841 0.4534
H -1.1395 -5.9431 0.2723 0.4293
H -0.1716 -7.2997 -0.2501 0.4264
H 0.4974 -6.2365 0.8751 0.2822
H -1.2739 -3.8339 0.3267 0.3450
C 1.2817 1.7976 -1.9664 -2.2823
C 1.8047 2.9471 -2.8222 2.1223
C 2.7209 3.8102 -1.8642 -1.3027
C 3.5861 4.8592 -2.5200 -0.7585
C 4.4405 4.1994 -3.6295 -1.1952
C 3.7107 3.3015 -4.6076 1.2516
N 2.7035 2.4343 -3.8555 0.2891
O 2.1658 1.5017 -4.7018 -0.4837
C 3.0814 4.2185 -5.7862 -1.5512
C 4.8501 2.4976 -5.2949 -1.8577
C 0.6716 3.8431 -3.4681 -1.7022
H 0.8965 0.9405 -2.5187 0.4674
H 0.4458 2.2002 -1.3942 0.2162
H 2.0309 1.2563 -1.3886 0.5857
H 2.0843 4.3593 -1.1704 0.4148
H 3.3326 3.2140 -1.1871 0.4360
H 4.2708 5.2511 -1.7679 0.4090
H 3.0452 5.7014 -2.9517 0.3159
H 5.1706 3.6107 -3.0740 0.4484
H 5.0511 4.9587 -4.1181 0.4263
H 3.8643 4.6914 -6.3791 0.4080
H 2.4802 3.5988 -6.4516 0.3755
H 2.3139 4.8797 -5.3840 0.3197
H 5.4717 3.2033 -5.8460 0.3962
H 5.4874 1.9720 -4.5838 0.4238
H 4.4555 1.7304 -5.9611 0.3940
H 1.0749 4.8381 -3.6560 0.3144
H -0.1803 4.0810 -2.8311 0.3613
H 0.4383 3.3289 -4.4004 0.3802
H 2.4528 0.6757 -4.3055 0.3613


The records above yield frontier orbital gap values of 0.2313 0.1261 hartree, respectively.